Entry 1:
DFT (ωB97M-V/def2-TZVPD) results for an isolated molecule of C2H5NS at a distorted geometry.

Each line ends with the Mulliken charge.
Atoms and positions in Å:
C  -1.9351  -1.3573  0.3553  -0.518
N  -0.2620  -0.6287  0.2381  -0.345
S  -0.1655  0.9672  0.0686  0.109
C  1.5920  1.0474  -0.3015  -0.715
H  -1.9831  -2.4283  0.4233  0.323
H  -2.8674  -0.7938  0.5560  0.287
H  1.6526  0.0178  -0.5432  0.289
H  2.3295  1.4713  0.3493  0.304
H  1.6391  1.7044  -1.1460  0.265

## Properties
Kohn-Sham gap (spin up / spin down) in eV: 8.959 / 8.063
Largest force on an atom in eV/Å: 6.3
SMILES: C=NSC
Total energy in Ha: -531.95376
Multiplicity: 1

Entry 2:
DFT (ωB97M-V/def2-TZVPD) results for a structure of composition C2H5NS at a distorted geometry.

Each line ends with the Mulliken charge.
Atoms and positions in Å:
C  -0.3585  0.0939  0.3465  -0.276
C  0.4314  0.3017  -0.9459  -0.391
N  -1.1594  -1.0380  -0.1142  -0.371
S  -0.3609  -1.2276  -1.5716  0.014
H  0.2768  -0.1176  1.2051  0.201
H  -1.0265  0.9200  0.6189  0.212
H  0.1327  1.1737  -1.5230  0.271
H  1.5142  0.2330  -0.8792  0.282
H  -0.8610  -2.4205  1.0451  0.059

## Properties
Kohn-Sham gap (spin up / spin down) in eV: 8.000 / 7.949
Largest force on an atom in eV/Å: 2.9
Total energy in Ha: -531.96943
Multiplicity: 1

Entry 3:
DFT (ωB97M-V/def2-TZVPD) results for an isolated molecule of C2H5NS2 at a distorted geometry.

Each line ends with the Mulliken charge.
Atoms and positions in Å:
C  -0.0063  -1.5765  1.2503  -0.305
N  -0.1630  -1.1786  0.0639  -0.231
S  -1.2817  -0.2985  -0.7634  0.012
C  -0.0503  -0.1933  -2.3256  -0.522
S  1.4994  0.6360  -1.8409  -0.176
H  0.9933  -1.8649  1.5842  0.226
H  -0.7953  -1.7081  1.9341  0.239
H  0.3243  -1.2468  -2.2289  0.234
H  -0.4542  0.1216  -3.2634  0.401
H  1.2574  1.9614  -2.1825  0.121

## Properties
Kohn-Sham gap in eV: 9.301
Largest force on an atom in eV/Å: 3.3
SMILES: C=NSCS
Total energy in Ha: -930.25557
Multiplicity: 1

Entry 4:
DFT (ωB97M-V/def2-TZVPD) results for an isolated molecule of C2H5NS2 at a distorted geometry.

Each line ends with the Mulliken charge.
Atoms and positions in Å:
C  0.1792  2.1627  -1.6662  -0.819
S  0.3739  1.0117  -0.2972  -0.061
C  -0.6268  -0.4099  -0.7241  0.152
N  -0.6431  -1.4411  0.0655  -0.367
S  0.0347  -1.4265  1.5547  -0.139
H  0.4883  3.1145  -1.2864  0.309
H  0.8921  1.8704  -2.5827  0.264
H  -0.8430  2.1048  -2.1075  0.271
H  -1.1011  -0.4134  -1.7917  0.289
H  1.2145  -0.4674  1.5320  0.102

## Properties
Kohn-Sham gap in eV: 9.155
Largest force on an atom in eV/Å: 3.7
SMILES: CS/C=N\S
Total energy in Ha: -930.26755
Multiplicity: 1

Entry 5:
DFT (ωB97M-V/def2-TZVPD) results for a cluster of 2 separate species, C2H5NS2 in total at a distorted geometry.

Each line ends with the Mulliken charge.
Atoms and positions in Å:
C  0.5735  -2.1139  0.0333  -0.094
C  -0.5420  1.5594  -0.4335  -0.609
N  1.3624  -1.5957  -0.7321  -0.310
S  -1.2233  0.7716  1.0673  -0.248
S  1.1620  1.1517  -0.8787  -0.081
H  0.1469  -3.0769  -0.1596  0.289
H  0.1354  -1.7661  0.9705  0.207
H  -0.4975  2.5810  -0.1575  0.330
H  -1.1978  1.5528  -1.3458  0.346
H  0.0803  0.9360  1.6360  0.170

## Properties
Kohn-Sham gap (spin up / spin down) in eV: 6.090 / 6.089
Largest force on an atom in eV/Å: 2.8
Total energy in Ha: -930.15585
Multiplicity: 1

Entry 6:
DFT (ωB97M-V/def2-TZVPD) results for an isolated molecule of C2H5NS2 at a distorted geometry.

Each line ends with the Mulliken charge.
Atoms and positions in Å:
C  -1.3297  0.6422  1.0484  -0.840
S  0.3820  0.8695  0.6978  -0.025
N  0.7355  -0.5419  -0.1099  -0.218
C  1.2066  -0.4494  -1.4294  -0.061
S  1.7152  -1.6740  -2.3453  -0.311
H  -1.4862  -0.1364  1.7337  0.302
H  -1.8522  0.5124  0.1821  0.307
H  -1.6650  1.5309  1.5639  0.309
H  0.9932  -1.3617  0.3788  0.259
H  1.3005  0.6084  -1.7202  0.279

## Properties
Kohn-Sham gap in eV: 9.194
Largest force on an atom in eV/Å: 2.8
SMILES: CSNC=S
Total energy in Ha: -930.30164
Multiplicity: 1

Entry 7:
DFT (ωB97M-V/def2-TZVPD) results for a cluster of 2 separate species, C2H5O2 in total at a distorted geometry.

Each line ends with the Mulliken charge.
Atoms and positions in Å:
O  1.9115  -0.3874  -0.8835  -0.850
H  0.9091  -0.1251  -0.7954  0.252
O  -0.7034  0.0991  1.9502  -0.720
C  -0.9569  -0.4113  0.8169  0.178
C  -0.6737  0.3573  -0.2410  -0.924
H  -1.6316  -1.3542  0.8958  0.277
H  0.0467  1.2367  -0.0744  0.231
H  -1.2079  0.2701  -1.3072  0.235
H  2.3062  0.3148  -0.3614  0.320

## Properties
Kohn-Sham gap in eV: 7.185
Largest force on an atom in eV/Å: 5.6
Charge: -1
Total energy in Ha: -229.65060
Multiplicity: 1

Entry 8:
DFT (ωB97M-V/def2-TZVPD) results for a cluster of 2 separate species, C2H5O2 in total at a distorted geometry.

Each line ends with the Mulliken charge.
Atoms and positions in Å:
O  0.2848  -1.0148  2.2689  -0.678
H  0.0620  -0.1175  1.9431  0.351
O  -0.2979  1.2025  0.4833  -0.826
C  -0.5943  0.4826  -0.5150  0.081
C  0.0264  0.4530  -1.7437  -0.814
H  -1.4573  -0.1935  -0.3847  0.291
H  1.1209  0.4754  -1.7715  0.141
H  -0.3899  -0.2607  -2.4540  0.167
H  1.2454  -1.0270  2.1736  0.286

## Properties
Kohn-Sham gap in eV: 6.894
Largest force on an atom in eV/Å: 1.2
Charge: -1
Total energy in Ha: -229.67971
Multiplicity: 1

Entry 9:
DFT (ωB97M-V/def2-TZVPD) results for a cluster of 2 separate species, C2H5O2P2 in total at a distorted geometry.

Each line ends with the Mulliken charge.
Atoms and positions in Å:
C  -1.0310  -1.0034  -0.5329  -0.537
C  -0.0885  -0.2593  -1.1287  -0.137
O  -0.7810  2.5032  1.1397  -0.939
O  2.1448  1.3858  -1.1401  -0.594
P  2.2925  -0.8565  1.0193  -0.210
P  1.2663  0.4995  -0.2596  0.453
H  -1.8286  -1.2395  -1.1865  0.214
H  -1.0290  -1.3593  0.4440  0.261
H  -0.2107  0.0360  -2.1464  0.312
H  -0.2717  3.1943  0.7951  0.191
H  3.4546  -0.5483  0.3769  -0.012

## Properties
Kohn-Sham gap (spin up / spin down) in eV: 6.234 / 5.905
Largest force on an atom in eV/Å: 2.9
Charge: -1
Total energy in Ha: -912.32027
Multiplicity: 1

Entry 10:
DFT (ωB97M-V/def2-TZVPD) results for a cluster of 2 separate species, C2H5O2S in total at a distorted geometry.

Each line ends with the Mulliken charge.
Atoms and positions in Å:
C  -0.7072  -1.6831  0.8541  -0.742
S  -1.4023  -0.7444  -0.5760  -0.267
H  0.2901  -1.3828  1.1561  0.255
H  -0.7554  -2.7319  0.5650  0.247
H  -1.2837  -1.5264  1.7677  0.234
O  0.9055  1.5451  1.0851  -0.597
C  1.5898  1.2513  0.1061  0.026
O  1.2523  0.8686  -1.0514  -0.678
H  2.6995  1.2851  0.1826  0.332
H  -0.2525  0.0010  -0.4922  0.190

## Properties
Kohn-Sham gap in eV: 7.951
Largest force on an atom in eV/Å: 1.4
Charge: -1
Total energy in Ha: -627.91591
Multiplicity: 1

Entry 11:
DFT (ωB97M-V/def2-TZVPD) results for a cluster of 2 separate species, C2H5O2S2 in total at a distorted geometry.

Each line ends with the Mulliken charge.
Atoms and positions in Å:
C  -0.7730  0.2499  0.5706  -0.723
S  -2.5085  0.6941  0.8950  -0.121
S  -3.6382  -0.3550  -0.4503  -0.241
H  -0.5046  -0.6803  1.0547  0.311
H  -0.8625  0.1114  -0.5095  0.296
H  0.0001  0.9875  0.7509  0.324
H  -3.8147  0.6915  -1.2541  0.143
O  1.9065  -0.2357  0.2953  -0.558
C  3.0091  -0.4250  -0.2511  -0.026
O  3.4094  0.0445  -1.3357  -0.657
H  3.7764  -1.0828  0.2341  0.252

## Properties
Kohn-Sham gap in eV: 6.851
Largest force on an atom in eV/Å: 1.7
Charge: -1
Total energy in Ha: -1026.10607
Multiplicity: 1

Entry 12:
DFT (ωB97M-V/def2-TZVPD) results for a cluster of 2 separate species, C2H5O3 in total at a distorted geometry.

Each line ends with the Mulliken charge.
Atoms and positions in Å:
C  1.1284  1.1617  0.8107  -0.552
O  -0.2980  1.0303  0.8396  -0.513
H  1.4049  1.8634  1.5999  0.239
H  1.3660  1.6362  -0.1427  0.254
H  1.7051  0.2469  0.9693  0.232
O  -1.1433  -2.5750  -0.2930  -0.146
C  -1.1923  -1.5273  -1.0528  0.357
O  -0.3403  -0.7006  -1.2591  -0.531
H  -2.1629  -1.5247  -1.6000  0.295
H  -0.4677  0.3891  0.1280  0.365

## Properties
Kohn-Sham gap (spin up / spin down) in eV: 10.676 / 5.931
Largest force on an atom in eV/Å: 1.1
Total energy in Ha: -304.81916
Multiplicity: 2
⟨S²⟩: 0.755

Entry 13:
DFT (ωB97M-V/def2-TZVPD) results for a structure of composition C2H5O3P at a distorted geometry.

Each line ends with the Mulliken charge.
Atoms and positions in Å:
C  -2.5432  -0.3180  -0.0511  -0.033
C  1.9719  0.8131  -0.0568  -0.534
O  0.4285  -1.3058  1.2364  -0.484
O  -1.4946  -0.0631  -0.5642  -0.324
O  1.4107  -0.2072  -0.8643  -0.310
P  0.3700  -1.4058  -0.2264  0.440
H  -3.0616  -1.3805  0.0888  0.212
H  -3.1111  0.6192  0.0000  0.284
H  2.9845  0.7242  -0.2226  0.253
H  1.5506  0.8200  1.0092  0.247
H  1.4944  1.7039  -0.3490  0.248

## Properties
Kohn-Sham gap in eV: 9.483
Largest force on an atom in eV/Å: 3.9
Total energy in Ha: -646.24165
Multiplicity: 1

Entry 14:
DFT (ωB97M-V/def2-TZVPD) results for an isolated molecule of C2H5OP at a distorted geometry.

Each line ends with the Mulliken charge.
Atoms and positions in Å:
O  -1.0638  1.0930  0.2925  -0.481
C  -0.1816  0.2966  -0.5002  0.148
C  0.0271  -1.0186  0.0589  -0.849
P  1.6365  0.3507  -0.1178  -0.102
H  -1.8103  1.2521  -0.2172  0.294
H  -0.4065  0.3120  -1.6697  0.304
H  -0.1991  -1.1167  1.0266  0.365
H  0.5487  -1.7710  -0.5776  0.281
H  1.4099  1.2649  0.9776  0.039

## Properties
Kohn-Sham gap in eV: 9.502
Largest force on an atom in eV/Å: 5.5
SMILES: O[C@@H]1CP1
Total energy in Ha: -495.69965
Multiplicity: 1

Entry 15:
DFT (ωB97M-V/def2-TZVPD) results for an isolated molecule of C2H5OP at a distorted geometry.

Each line ends with the Mulliken charge.
Atoms and positions in Å:
C  -0.2633  -0.1749  -0.5545  -1.044
C  0.6463  0.4059  0.5947  -0.366
P  2.2268  0.3240  -0.2546  0.241
O  3.0591  -0.6981  0.3959  -0.448
H  0.1137  0.3884  -1.3890  0.406
H  -0.0748  -1.3187  -0.7254  0.279
H  -1.4312  -0.0391  -0.1906  0.256
H  0.4186  1.4883  0.7002  0.310
H  0.5009  -0.1254  1.5359  0.365

## Properties
Kohn-Sham gap in eV: 8.957
Largest force on an atom in eV/Å: 3.4
SMILES: CCP=O
Total energy in Ha: -495.75882
Multiplicity: 1

Entry 16:
DFT (ωB97M-V/def2-TZVPD) results for a cluster of 2 separate species, C2H5OS in total at a distorted geometry.

Each line ends with the Mulliken charge.
Atoms and positions in Å:
S  -0.0383  -1.7122  1.1805  -0.741
H  0.6383  -2.3962  2.0479  -0.052
O  1.1789  -0.1473  -1.5919  -0.609
C  0.6768  0.1895  -0.5139  0.046
C  -0.7259  0.8206  -0.4001  -0.735
H  1.3124  0.4252  0.3247  0.368
H  -1.2835  0.6569  -1.3490  0.225
H  -0.5966  1.8979  -0.1681  0.235
H  -1.1620  0.2656  0.4701  0.262

## Properties
Kohn-Sham gap in eV: 7.355
Largest force on an atom in eV/Å: 2.6
Charge: -1
Total energy in Ha: -552.63930
Multiplicity: 1

Entry 17:
DFT (ωB97M-V/def2-TZVPD) results for a cluster of 2 separate species, C2H5OS in total at a distorted geometry.

Each line ends with the Mulliken charge.
Atoms and positions in Å:
S  2.3960  -0.7553  1.1337  -0.826
H  1.5821  -1.3660  2.0723  -0.010
C  -1.0976  0.7629  0.0838  -0.611
C  -0.6671  0.0313  -0.9453  0.101
O  0.6183  -0.1829  -1.3444  -0.409
H  -2.1186  0.7545  0.4933  0.243
H  -0.2365  1.4656  0.5219  0.170
H  -1.4231  -0.4020  -1.6628  0.267
H  0.9465  -0.3079  -0.3523  0.075

## Properties
Kohn-Sham gap in eV: 7.254
Largest force on an atom in eV/Å: 3.1
Charge: -1
Total energy in Ha: -552.62287
Multiplicity: 1

Entry 18:
DFT (ωB97M-V/def2-TZVPD) results for a cluster of 2 separate species, C2H5S in total.

Each line ends with the Mulliken charge.
Atoms and positions in Å:
S  -0.2026  -3.1164  -0.9551  -0.188
H  0.5608  -2.8924  -2.0267  0.165
C  -0.6622  1.2290  0.6869  -0.395
C  0.5101  0.7797  0.2834  -0.352
H  -1.5887  0.7444  0.4123  0.226
H  -0.7130  2.1328  1.2914  0.208
H  1.4354  1.2586  0.5728  0.210
H  0.6602  -0.1358  -0.2650  0.126

## Properties
Kohn-Sham gap (spin up / spin down) in eV: 11.120 / 7.188
Largest force on an atom in eV/Å: 0.6
Total energy in Ha: -477.29362
Multiplicity: 2
⟨S²⟩: 0.753

Entry 19:
DFT (ωB97M-V/def2-TZVPD) results for a cluster of 2 separate species, C2H6 in total at a distorted geometry.

Each line ends with the Mulliken charge.
Atoms and positions in Å:
C  -0.3526  -0.7022  -0.4044  -0.695
C  0.4540  0.2692  0.4903  -0.694
H  -0.6195  -0.3874  -1.4269  0.259
H  0.3115  -1.5846  -0.4244  0.249
H  -1.1097  -0.9849  0.1717  0.276
H  0.1868  2.1389  -0.0467  0.016
H  1.4930  0.2596  0.1210  0.278
H  0.2032  0.5162  1.5843  0.312

## Properties
Kohn-Sham gap (spin up / spin down) in eV: 9.595 / 9.595
Largest force on an atom in eV/Å: 4.5
Total energy in Ha: -79.64622
Multiplicity: 1

Entry 20:
DFT (ωB97M-V/def2-TZVPD) results for the ion C2H6BO2 with charge -1 at a distorted geometry.

Each line ends with the Mulliken charge.
Atoms and positions in Å:
B  -1.2025  -0.5562  0.1485  0.022
C  0.3036  -0.4922  -0.6153  -0.434
C  0.8859  0.7970  -0.2189  0.299
O  0.6188  1.8153  -0.7606  -0.559
O  1.7325  0.7570  0.8870  -0.484
H  -1.9996  -0.0712  -0.6382  -0.183
H  -1.4705  -1.7054  0.4401  -0.196
H  -1.1934  0.1801  1.1284  -0.200
H  0.9428  -1.3127  -0.2870  0.197
H  0.1894  -0.5198  -1.6930  0.212
H  1.1929  1.1080  1.6090  0.326

## Properties
Kohn-Sham gap in eV: 8.855
Largest force on an atom in eV/Å: 2.3
Charge: -1
Total energy in Ha: -255.16441
Multiplicity: 1

Summary of energy relative to the best compared isomer or geometry (same formula, charge and spin) in eV
5.1379, 4.7114, 2.2825, 1.9566, 4.9961, 1.0290, 2.0276, 1.2356, 3.5837, 0.6776, 0.8627, 1.2208, 2.1912, 2.2008, 0.5905, 0.4916, 0.9385, 1.1369, 3.9648, 0.1440
(order as listed above)